C4H9BO in the gas phase in a non-equilibrium geometry. Source: OMol25; level of theory: the ωB97M-V functional and the def2-TZVPD basis.

Atoms and positions in Å:
1 B 0.37752 0.17977 -0.30429
2 C -1.14642 -0.13025 -0.00912
3 C 0.89324 1.69408 -0.16526
4 C 1.50344 -1.03187 -0.87102
5 C -1.81944 -0.74321 1.11131
6 O -1.75083 0.32068 -0.99344
7 H 1.52224 1.91605 -1.08317
8 H 1.53752 1.63134 0.73608
9 H 0.11142 2.31788 0.24918
10 H 1.31139 -1.20718 -1.94867
11 H 1.45157 -1.94526 -0.27402
12 H 2.48867 -0.47249 -0.89938
13 H -2.87887 -1.28067 0.89659
14 H -1.41130 -1.38191 1.86213
15 H -2.19016 0.13304 1.69309

Properties
* Kohn-Sham gap: 9.89 eV
* 2S+1: 1
* net charge: 0
* lowest unoccupied orbital energy: 0.537 eV

A molecular structure, C14H7ClIN4O6S3SbV in a non-equilibrium geometry. Source: OMol25; level of theory: the ωB97M-V functional and the def2-TZVPD basis.

Atoms and positions in Å:
1 V 1.30086 -0.34391 0.82823
2 Cl -0.33770 4.62432 -3.62292
3 C -0.13238 3.65732 -2.18868
4 C -0.82880 3.96392 -1.05225
5 C -0.67350 3.22039 0.12898
6 I -1.73248 3.75112 1.83125
7 C 0.20450 2.14309 0.20456
8 O 0.47800 1.45532 1.25101
9 C 0.85334 1.79225 -1.02929
10 N 1.63357 0.67998 -0.96120
11 C 2.34992 0.31004 -2.00088
12 C 2.32268 1.02966 -3.20944
13 C 1.51836 2.13108 -3.31699
14 C 0.74610 2.54800 -2.21134
15 H -1.50705 4.80620 -1.05713
16 H 2.94232 -0.58942 -1.87973
17 H 2.92938 0.69106 -4.03653
18 H 1.46534 2.69346 -4.23927
19 S 5.12682 -4.34931 2.19917
20 Sb 3.25059 -3.36264 2.85841
21 S 1.53735 -3.90853 1.12750
22 S 1.67308 -2.43471 -0.34899
23 O -3.71004 -2.73381 3.00025
24 C -3.92812 -2.35204 1.75675
25 O -4.99545 -2.52034 1.21260
26 C -2.80213 -1.71457 1.01395
27 C -2.90611 -1.34460 -0.31002
28 N -1.73071 -0.79952 -0.66473
29 N -0.86457 -0.79021 0.34552
30 C -1.48250 -1.33921 1.37442
31 C -0.65061 -1.53732 2.60781
32 O -1.13664 -2.10930 3.58378
33 O 0.55011 -1.12748 2.50937
34 H -2.75820 -2.55546 3.29861
35 H -3.73147 -1.44106 -0.99278
36 H -1.44750 -0.45344 -1.56402
37 O 3.68792 -1.11552 2.08400
38 N 2.78570 -0.57482 1.47004

Properties
* Kohn-Sham gap: 5.85 eV
* 2S+1: 1
* net charge: -1
* lowest unoccupied orbital energy: 1.155 eV